Formula: C28H46BrN3P2Pd
Source: the OMol25 dataset
Level of theory: ωB97M-V/def2-TZVPD

The geometry in XYZ format:
```
81
Properties=species:S:1:pos:R:3:forces:R:3:mulliken_charge:R:1
N -5.155033 2.995846 -4.712763 -0.2 0.1 -0.2 -0.53
C -5.145505 3.190913 -3.398913 0.4 -0.3 0.1 -0.45
C -4.241350 2.537843 -2.560473 0.5 -0.4 0.0 -0.57
C -3.237441 1.703072 -3.122233 -0.4 0.1 -1.1 0.34
C -3.289951 1.499923 -4.528097 -0.3 0.3 0.4 -0.23
C -4.281733 2.152547 -5.267509 0.4 -0.3 0.7 -0.54
C -2.106710 1.302264 -2.310633 0.1 0.3 -0.2 -0.29
Pd 0.178553 -0.117004 -1.722061 0.4 -0.2 0.0 -0.06
P 2.857644 -0.565078 -1.169935 0.5 0.2 0.4 -0.59
C -0.738748 1.352787 -2.774063 -1.1 0.9 -0.5 -0.71
C 0.112772 2.488228 -2.261126 0.4 -1.0 0.0 0.72
C 1.257563 2.898859 -2.993319 -0.2 0.1 0.4 0.14
C 1.931402 4.070696 -2.648687 -0.2 -0.6 0.4 -0.55
C 1.527568 4.754087 -1.491247 -1.1 -0.3 -0.6 0.08
C 0.391539 4.365855 -0.757059 0.0 -0.7 -0.1 -0.90
C -0.284949 3.203667 -1.123192 0.2 0.3 -0.2 -0.23
Br 2.370884 6.319144 -1.028343 0.5 0.7 0.3 -0.06
H -2.324412 1.213205 -1.238899 0.4 0.4 -0.4 0.21
H -0.576259 1.209668 -3.844010 -0.4 0.1 0.0 0.83
H -4.257335 2.724096 -1.490860 0.0 0.0 -0.1 0.44
H -2.575392 0.838858 -5.017872 -0.2 0.2 0.0 0.38
H -5.863071 3.907303 -2.984351 0.2 -0.3 -0.2 0.38
H -4.356956 1.998869 -6.340978 0.0 0.1 0.1 0.40
H 1.688189 2.228224 -3.741679 -0.5 0.5 -0.3 0.31
H -1.153497 2.825851 -0.579677 0.3 0.5 0.0 0.41
H 2.772889 4.433195 -3.241980 -0.2 -0.2 0.3 0.50
H 0.019598 4.966810 0.073582 0.3 -0.1 -0.2 0.48
P -0.939134 -2.288941 -1.703245 -0.6 -0.3 -1.7 1.13
C 2.976801 1.215938 -0.938600 0.0 0.4 -0.1 1.65
C 4.365433 1.842201 -1.100086 0.3 0.0 0.0 -1.38
H 2.500459 1.510588 0.009514 0.2 -0.3 -0.2 0.50
H 2.319543 1.582983 -1.731819 0.2 0.1 0.2 -1.55
H 4.315293 2.930390 -0.955864 -0.1 -0.3 0.0 0.38
H 5.067913 1.430540 -0.365496 -0.1 0.1 -0.2 0.43
H 4.764848 1.669738 -2.109476 -0.1 0.0 0.3 0.33
C 2.601909 -1.139000 -2.867925 -0.3 -0.2 -0.2 0.87
C 3.857284 -1.758311 -3.483489 0.2 -0.1 -0.1 -1.47
H 2.252010 -0.252831 -3.422708 0.2 -0.3 0.0 0.28
H 1.762996 -1.859532 -2.843838 0.4 0.3 -0.1 -0.52
H 3.660736 -1.983931 -4.536063 0.1 0.0 0.2 0.43
H 4.705243 -1.067333 -3.424755 -0.1 -0.2 -0.1 0.38
H 4.125127 -2.690650 -2.973449 0.0 0.2 -0.1 0.40
C 1.983312 -1.342425 0.192504 -0.6 -0.4 -0.2 1.23
C 2.785777 -1.557276 1.467737 0.4 0.0 0.3 -1.59
H 1.559800 -2.284894 -0.180320 0.2 0.2 0.1 -0.05
H 1.140317 -0.648082 0.360054 0.2 -0.4 0.2 -0.70
H 2.178662 -2.085746 2.210385 0.1 0.1 -0.2 0.40
H 3.677001 -2.161428 1.275757 -0.1 0.1 0.1 0.41
H 3.110484 -0.612970 1.916411 0.0 -0.1 -0.1 0.38
C -0.636674 -3.453503 -0.301689 0.2 0.0 0.1 -0.58
C -1.726946 -4.480284 0.000985 -0.1 -0.4 0.0 -1.43
H -0.429713 -2.875750 0.608715 -0.1 0.1 -0.2 0.30
H 0.296302 -3.981064 -0.537597 -0.1 0.0 0.0 0.55
H -2.673086 -4.029043 0.310247 0.3 0.0 0.0 0.25
H -1.943783 -5.124227 -0.859143 0.1 0.1 0.2 0.33
H -1.391770 -5.124447 0.827332 -0.1 0.1 -0.3 0.44
C -0.443255 -3.172329 -3.250535 0.1 -0.5 0.5 -1.24
C -0.557760 -2.422861 -4.575910 -0.2 -0.1 -0.3 -1.01
H -1.076712 -4.060411 -3.283189 0.2 -0.2 -0.1 0.59
H 0.582727 -3.508328 -3.096244 0.1 -0.2 0.0 0.62
H -1.581522 -2.482995 -4.973233 0.3 0.1 0.1 0.36
H -0.276070 -1.368523 -4.515886 0.0 0.0 0.2 0.00
H 0.106025 -2.887175 -5.323018 -0.3 0.1 0.2 0.40
C -2.751531 -2.417508 -2.000854 0.1 0.3 0.2 -0.77
C -3.671266 -1.831647 -0.946388 -0.6 0.3 0.1 -1.17
H -2.980589 -3.479083 -2.136532 0.1 0.1 -0.1 0.52
H -2.926731 -1.921294 -2.960371 0.1 0.0 0.0 0.52
H -4.629553 -1.584761 -1.420988 0.1 -0.1 0.3 0.41
H -3.879947 -2.543024 -0.139392 0.1 0.3 -0.2 0.31
H -3.278212 -0.911055 -0.504153 0.0 -0.1 -0.1 0.01
C -2.308135 0.889954 3.236313 -0.5 0.1 -0.2 -0.81
N -1.166204 0.206201 2.604819 0.2 0.0 0.4 0.03
C -0.090182 -0.300731 3.477826 0.3 -0.4 -0.2 -0.63
C -1.056664 0.156461 1.303771 0.0 -0.1 -1.2 -0.42
N -0.971535 0.094264 0.127467 -0.8 0.7 3.8 0.88
H -2.103259 0.985457 4.314813 -0.1 0.1 -0.6 0.30
H -3.232509 0.306977 3.099338 0.3 0.2 0.1 0.31
H -2.438648 1.880074 2.776524 0.0 -0.2 0.3 0.31
H -0.074859 -1.404683 3.496356 -0.1 0.4 0.1 0.22
H 0.893249 0.055376 3.128559 -0.4 0.0 0.2 0.23
H -0.281167 0.073603 4.490207 0.2 -0.2 -0.4 0.34
```
Positions in Å, forces in eV/Å.

Calculated values
**E_LUMO (spin up / spin down)**: -6.6890 / -7.9855 eV
**HOMO-LUMO gap (spin up / spin down)**: 6.18 / 5.18 eV
**Total charge**: +2
**HOMO energy (spin up / spin down)**: -12.873 / -13.167 eV
**Electronic energy**: -126333.7902 eV
**ΔE to the lowest compared entry with this formula, charge and spin**: 0.539 eV
**Multiplicity**: 3

Formula: C28H46BrN3P2RuS
Source: the OMol25 dataset
Level of theory: ωB97M-V/def2-TZVPD

The geometry in XYZ format:
```
82
Properties=species:S:1:pos:R:3:forces:R:3:mulliken_charge:R:1
N 3.561728 5.848775 -0.674279 -0.6 -2.7 2.5 0.08
C 2.553746 5.880805 0.202047 -0.4 1.0 -0.1 -0.57
C 2.315263 4.810144 1.071513 1.0 -0.4 -1.1 -0.25
C 3.145132 3.674133 0.991426 0.9 0.7 -0.3 0.42
C 4.254511 3.702436 0.116460 -1.0 1.1 -0.2 -0.35
C 4.413458 4.829841 -0.706837 1.2 0.1 -1.0 -0.50
C 2.800195 2.479897 1.728074 0.7 -0.1 0.9 -0.03
Ru -0.058847 -1.540573 0.770126 -0.5 1.0 -2.7 0.84
P -1.754291 -3.115959 0.177752 -1.1 0.6 -1.4 0.30
C 3.498942 1.312932 1.652671 -1.1 0.3 0.2 -0.89
C 2.755026 0.077770 1.954168 0.0 -0.3 0.3 0.90
C 3.170412 -1.148466 1.356092 0.1 0.0 0.3 -0.24
C 2.453008 -2.313893 1.555184 0.0 0.3 0.0 -0.75
C 1.191889 -2.207871 2.200772 0.8 -1.8 2.4 -0.23
C 0.812368 -1.032627 2.936137 0.9 -0.8 -0.2 -0.50
C 1.594217 0.098531 2.755288 0.3 0.0 -0.1 -1.00
Br 0.212559 -3.891685 2.617413 1.1 1.2 0.5 0.18
H 1.977061 2.621468 2.451131 0.1 -0.5 -0.9 0.32
H 4.535211 1.245914 1.291443 -0.7 -0.1 -0.3 0.62
H 1.479280 4.811940 1.755499 0.0 0.4 0.0 0.65
H 4.935175 2.861282 0.005880 0.0 0.4 -0.1 0.43
H 1.911148 6.749150 0.236058 0.0 0.3 -0.1 0.47
H 5.245470 4.862417 -1.420884 -0.2 0.2 0.2 0.44
H 4.074488 -1.165321 0.742728 -0.1 -0.1 0.4 0.47
H 1.290995 0.994240 3.283103 0.2 -0.1 0.1 0.66
H 2.808637 -3.297994 1.264076 0.0 0.2 -0.2 0.51
H 0.098762 -1.116924 3.744685 -0.4 0.2 -0.3 0.55
P 0.530688 -0.547984 -1.573931 0.6 -1.8 -0.1 1.03
C -2.665853 -2.515687 1.700290 0.5 -0.8 0.1 -0.30
C -3.230160 -3.573844 2.639677 -0.3 0.2 0.5 -1.23
H -3.469715 -1.872879 1.306827 0.4 -0.2 -0.1 0.62
H -1.944616 -1.841499 2.214765 -0.4 -0.3 0.2 0.32
H -3.584360 -3.034677 3.533750 0.0 -0.5 -0.2 0.40
H -4.089588 -4.096279 2.189468 0.4 0.2 0.2 0.34
H -2.473073 -4.299162 2.956617 -0.3 0.1 -0.1 0.24
C -0.901593 -4.659710 -0.359466 0.7 -0.1 1.3 -0.07
C -1.699513 -5.950344 -0.282439 -0.1 -0.5 -0.2 -1.55
H -0.028348 -4.723682 0.321872 -0.5 -0.1 -0.8 0.30
H -0.500931 -4.491414 -1.374781 -0.4 0.3 0.3 0.39
H -0.996378 -6.766910 -0.088796 -0.2 0.0 -0.1 0.43
H -2.438432 -5.950195 0.519388 0.1 -0.1 0.0 0.34
H -2.201010 -6.154700 -1.229542 -0.1 0.0 0.2 0.41
C -3.169574 -2.969332 -1.010143 0.7 0.4 -0.6 -0.38
C -4.419840 -3.804781 -0.688541 0.0 -0.3 0.3 -1.36
H -2.755768 -3.249230 -1.992111 -0.3 0.1 0.2 0.51
H -3.436972 -1.906369 -1.055507 0.0 -0.2 0.0 0.33
H -5.046195 -3.817634 -1.590379 0.1 0.0 0.3 0.43
H -4.182602 -4.845998 -0.421887 -0.1 0.4 -0.2 0.30
H -5.013364 -3.365799 0.127561 0.2 -0.1 -0.3 0.32
C -0.701845 0.147359 -2.747877 0.0 0.6 0.3 -0.39
C -1.774615 -0.825846 -3.198927 -0.5 -0.4 -0.1 -1.42
H -0.145465 0.521557 -3.613301 0.3 -0.2 0.1 0.66
H -1.175921 1.027594 -2.288299 0.2 -0.3 -0.2 0.02
H -2.094225 -0.613077 -4.221935 0.2 0.0 0.1 0.48
H -1.443176 -1.864901 -3.176847 0.0 0.1 -0.1 0.21
H -2.670109 -0.748899 -2.583637 0.1 0.0 0.0 0.34
C 1.128413 -2.087222 -2.373554 -0.2 0.0 -0.3 -0.54
C 2.508907 -2.581475 -1.942420 0.2 -0.2 0.2 -1.21
H 1.130939 -1.868171 -3.449996 -0.1 -0.2 0.0 0.63
H 0.360626 -2.853353 -2.179786 0.3 0.3 -0.2 -0.32
H 2.618914 -3.627589 -2.254007 0.1 0.3 0.0 0.44
H 3.322270 -2.010021 -2.408940 -0.2 -0.2 0.1 0.42
H 2.653034 -2.552774 -0.852439 -0.1 0.0 -0.5 0.01
C 2.031879 0.512998 -1.559109 0.2 0.1 0.5 0.45
C 1.874784 1.985950 -1.933537 0.0 0.3 0.1 -1.26
H 2.754808 0.038548 -2.240112 -0.4 -0.1 0.1 0.68
H 2.458738 0.422293 -0.544771 -0.1 0.1 -0.5 -0.75
H 2.846107 2.379508 -2.262606 -0.3 -0.1 0.0 0.42
H 1.158639 2.150682 -2.752600 0.3 0.0 0.2 0.40
H 1.585706 2.583543 -1.059441 0.0 -0.1 -0.2 0.04
S -1.224355 0.311598 0.291625 -1.2 1.5 0.1 -0.28
C -1.186795 2.026529 0.468211 -1.3 2.0 0.4 -0.09
N -1.781965 2.615037 1.527994 0.8 -1.6 -0.5 -0.10
C -2.212659 3.958841 1.207882 -1.0 1.0 0.6 -0.65
C -1.482116 4.254879 -0.090874 0.1 1.1 -0.5 -0.33
N -0.982354 2.960598 -0.486947 0.3 -1.9 0.6 0.28
H -2.136284 2.055714 2.305954 0.0 0.4 -0.4 0.24
H -1.963052 4.653594 2.007938 0.1 0.0 0.0 0.37
H -3.307666 4.008287 1.089730 0.4 -0.2 0.0 0.33
H -0.656974 4.954036 0.042163 0.1 0.0 0.1 0.08
H -2.124316 4.672660 -0.874106 0.0 -0.1 0.2 0.42
H -0.458675 2.796441 -1.333907 -0.2 -0.1 0.1 0.05
```
Positions in Å, forces in eV/Å.

Calculated values
**E_LUMO (spin up / spin down)**: -12.7526 / -14.6632 eV
**HOMO-LUMO gap (spin up / spin down)**: 5.71 / 4.99 eV
**Total charge**: +4
**HOMO energy (spin up / spin down)**: -18.465 / -19.651 eV
**Electronic energy**: -136245.1009 eV
**ΔE to the lowest compared entry with this formula, charge and spin**: 0.000 eV
**Multiplicity**: 5

Formula: C28H46BrN3P2SW
Source: the OMol25 dataset
Level of theory: ωB97M-V/def2-TZVPD

The geometry in XYZ format:
```
82
Properties=species:S:1:pos:R:3:forces:R:3:mulliken_charge:R:1
N -5.621146 3.663240 -4.916392 0.1 0.1 0.2 -0.43
C -5.504922 3.903999 -3.605545 -0.1 -0.1 -0.4 -0.51
C -4.692406 3.138539 -2.760024 0.1 -0.1 0.0 -0.48
C -3.956147 2.095367 -3.345296 -0.2 -0.2 -0.3 0.26
C -4.170049 1.770451 -4.699072 0.2 0.8 -0.2 -0.13
C -4.990853 2.625776 -5.461544 0.4 -0.9 0.7 -0.63
C -2.723773 1.545844 -2.731046 -1.7 0.4 -1.5 1.24
W -1.174247 0.892338 -1.591441 0.0 -0.4 3.6 -0.16
P 4.337867 -0.676628 -1.328577 0.0 0.8 0.5 -0.01
C -1.499471 1.559530 -3.510822 0.4 0.7 0.1 -0.32
C -0.404627 2.356266 -2.915250 -0.2 0.0 -1.1 -0.42
C 0.714335 1.536737 -2.574024 0.7 0.2 -0.9 -0.58
C 1.516622 1.884110 -1.477609 0.7 0.6 -0.2 0.56
C 1.444480 3.194643 -0.928097 -0.9 -1.3 0.1 -0.94
C 0.238629 3.877419 -1.120139 0.0 0.3 -0.7 -0.25
C -0.741460 3.361899 -1.993746 0.3 1.1 -0.2 -0.46
Br 2.737365 3.782235 0.266478 0.0 0.1 0.1 0.09
H -2.800465 1.632810 -1.552739 -0.5 0.5 -1.0 -0.33
H -1.407887 1.084324 -4.475760 -0.1 -0.2 -0.1 0.82
H -4.604053 3.413026 -1.708754 0.1 -0.1 -0.2 0.50
H -3.607758 0.956465 -5.172464 -0.4 0.4 0.1 0.48
H -6.065032 4.769523 -3.228795 0.2 -0.4 -0.1 0.40
H -5.087607 2.438156 -6.535411 -0.2 0.2 0.4 0.39
H 0.949938 0.715820 -3.277673 0.1 0.3 0.7 0.71
H -1.744066 3.818372 -2.091242 0.8 0.1 0.2 0.67
H 2.210338 1.136925 -1.115145 0.3 0.4 -0.1 0.33
H 0.020270 4.811913 -0.607864 0.1 -0.1 0.1 0.54
P -1.312229 -1.519627 -1.533233 -1.3 -1.1 -0.2 0.86
C 4.816796 1.061511 -1.058729 0.5 -0.1 0.1 0.09
C 6.263885 1.391187 -1.456836 0.5 0.3 -0.1 -1.48
H 4.674352 1.261396 0.011864 0.0 -0.1 -0.2 0.45
H 4.119084 1.684514 -1.630897 0.2 -0.1 0.0 0.26
H 6.472510 2.445542 -1.224452 -0.1 -0.3 0.0 0.41
H 6.995931 0.782890 -0.906263 -0.3 0.2 -0.2 0.41
H 6.434129 1.267108 -2.534598 -0.1 -0.1 0.3 0.36
C 3.310243 -0.854085 -2.802078 -0.2 -0.1 -0.2 1.11
C 3.998447 -1.801221 -3.805220 0.0 -0.3 -0.1 -1.46
H 3.163612 0.146045 -3.238269 0.3 -0.2 0.1 0.35
H 2.324322 -1.234797 -2.493271 0.4 0.0 0.0 -0.79
H 3.477122 -1.789336 -4.772004 0.2 0.0 0.3 0.41
H 5.037073 -1.491620 -3.959479 -0.2 -0.1 -0.2 0.43
H 4.013945 -2.828653 -3.415107 0.0 0.3 -0.2 0.41
C 3.659167 -1.323903 0.221406 0.2 -0.8 -0.2 0.27
C 4.769078 -1.538517 1.271706 0.3 0.3 0.2 -1.42
H 3.174623 -2.284254 -0.004752 0.0 0.2 0.0 0.48
H 2.898316 -0.614889 0.564713 -0.1 0.0 0.0 -0.16
H 4.441560 -2.256213 2.031504 0.0 0.2 -0.2 0.43
H 5.683489 -1.941451 0.809684 -0.3 0.1 0.2 0.44
H 5.026965 -0.597829 1.786235 0.0 -0.4 -0.2 0.36
C -1.066060 -2.379131 0.054422 0.6 0.3 0.3 -0.45
C -1.396395 -3.871091 0.032199 -0.2 -0.3 -0.1 -1.30
H -1.652760 -1.851036 0.814504 0.0 -0.1 -0.1 0.31
H 0.000418 -2.220079 0.310765 -0.3 -0.1 0.0 0.30
H -2.472964 -4.049965 -0.065886 0.2 0.1 0.0 0.29
H -0.888465 -4.410611 -0.777578 -0.1 0.1 0.2 0.35
H -1.074602 -4.320362 0.976397 -0.1 0.0 -0.2 0.45
C -0.243682 -2.345242 -2.731595 0.5 -0.2 -0.1 0.21
C -0.802603 -2.520705 -4.137335 -0.1 -0.1 -0.5 -1.31
H 0.022094 -3.322307 -2.302184 0.0 0.2 -0.1 0.73
H 0.675857 -1.747808 -2.774397 -0.2 -0.3 0.0 -0.80
H -1.719016 -3.119583 -4.157276 0.2 0.1 0.0 0.37
H -1.020074 -1.568399 -4.634446 0.0 -0.1 0.1 0.23
H -0.060504 -3.042003 -4.753489 -0.2 0.1 0.1 0.46
C -3.065137 -1.786135 -2.018386 -0.1 -0.3 -0.5 -0.91
C -4.104964 -1.533653 -0.925483 -0.2 0.1 0.2 -1.27
H -3.130463 -2.814963 -2.399917 -0.1 0.1 0.2 0.62
H -3.256830 -1.123377 -2.878339 0.2 -0.3 0.2 0.50
H -5.075310 -1.318109 -1.393818 0.3 -0.2 0.2 0.39
H -4.225964 -2.398847 -0.261807 0.0 0.2 -0.2 0.32
H -3.865007 -0.671541 -0.286772 0.0 0.0 -0.1 0.25
S -1.812255 1.813013 0.461118 -0.3 -0.4 1.4 -0.20
C -0.980328 1.035547 1.813842 0.4 -1.1 1.1 0.26
N 0.326185 1.180661 2.033831 -0.6 0.5 -1.3 0.15
C 0.766580 0.436475 3.197241 1.4 0.0 0.5 -0.41
C -0.508951 -0.175784 3.730882 -0.4 -0.6 1.0 -0.56
N -1.506312 0.236745 2.750815 -0.4 1.0 -1.6 -0.04
H 0.907729 1.793521 1.465021 -0.2 -0.2 0.4 -0.02
H 1.223752 1.113081 3.923458 0.0 -0.1 -0.1 0.41
H 1.508389 -0.322647 2.910919 -0.2 0.2 0.1 0.19
H -0.760961 0.206962 4.726261 -0.1 -0.1 -0.2 0.34
H -0.458587 -1.265884 3.784580 -0.1 0.1 0.0 0.33
H -2.494002 0.011159 2.794826 0.1 0.1 0.1 0.26
```
Positions in Å, forces in eV/Å.

Calculated values
**E_LUMO (spin up / spin down)**: -13.7051 / -13.5947 eV
**HOMO-LUMO gap (spin up / spin down)**: 5.01 / 5.13 eV
**Total charge**: +4
**HOMO energy (spin up / spin down)**: -18.716 / -18.729 eV
**Electronic energy**: -135487.8607 eV
**ΔE to the lowest compared entry with this formula, charge and spin**: 0.000 eV
**Multiplicity**: 3